No. 1
Below is a single C6H12 molecule at a distorted geometry, with properties calculated with ωB97M-V/def2-TZVPD.

As for the SMILES: C/C=C(\C)CC. For the orbital gap, the calculation gives 10.006 eV. For the relative energy (zero: lowest compared OMol25 entry of this formula, charge and spin), the calculation gives 82.8 kcal/mol. The HOMO energy is -8.96 eV. As for the spin multiplicity: 1.

Each line ends with the natural charge from an NBO analysis.
Positions of all 18 atoms, in Å:
1 H 1.1002 -1.7481 0.1455  0.21
2 H -2.7534 0.9710 -0.0911  0.23
3 C -0.1074 -0.1074 -0.1786  -0.01
4 H -3.4636 -0.7544 -0.7607  0.22
5 H 3.3278 -0.8686 0.1918  0.21
6 C 1.2223 -0.8608 -0.3408  -0.42
7 C -0.0453 1.4354 -0.1177  -0.65
8 C -1.2532 -0.7680 0.0114  -0.18
9 H -2.9468 -0.6070 1.1235  0.22
10 H 2.1743 0.0418 1.4248  0.20
11 H 0.5237 1.7229 0.6444  0.21
12 H 0.4276 1.8855 -1.0483  0.21
13 C -2.7250 -0.2435 0.1494  -0.65
14 H 2.5060 0.7904 -0.2402  0.20
15 C 2.4057 -0.1487 0.2900  -0.59
16 H 1.5792 -0.8814 -1.2482  0.20
17 H -0.9759 2.1466 0.0816  0.22
18 H -0.9963 -2.0057 -0.0368  0.18

***

No. 2
Below is a molecular structure, C23H16FeO5P at a distorted geometry, with properties calculated with ωB97M-V/def2-TZVPD.

Its total charge is +1. For the orbital gap (spin up / spin down), the calculation gives 6.596 / 6.153 eV. For the relative energy (zero: lowest compared OMol25 entry of this formula, charge and spin), the calculation gives 0.0 kcal/mol. The HOMO energy (spin up / spin down) is -10.11 / -12.29 eV. As for the spin multiplicity: 5.

Each line ends with the Mulliken charge.
Positions of all 46 atoms, in Å:
1 H -3.7776 2.6033 3.1597  0.39
2 H -2.3715 -0.7421 0.8029  0.54
3 C -2.2121 0.2442 1.2459  -0.62
4 C 0.5611 -4.3955 0.3304  -0.58
5 C -0.8484 1.6498 -2.1252  -0.52
6 C -2.1380 -0.5847 -3.2565  -0.73
7 C -0.7849 2.1905 1.5899  -0.17
8 H -4.1840 0.3579 2.1199  0.42
9 H -0.7519 -1.7613 2.0657  0.56
10 C -3.2278 0.8717 1.9770  -0.87
11 H 1.4113 -1.7898 -1.6742  0.41
12 C 3.1928 -0.5692 1.1708  0.27
13 C 0.3205 -1.6458 0.1777  0.50
14 P 0.2715 0.1751 -0.0256  1.77
15 O 2.2128 3.6307 -0.4421  -0.29
16 C 1.8375 0.8925 2.2026  0.06
17 H -0.3304 2.5009 -1.6890  0.31
18 O 4.5854 1.7482 1.9731  -0.32
19 H -0.5960 -4.2539 2.1652  0.42
20 H -1.9314 2.8310 -3.5672  0.41
21 C -1.7876 2.7961 2.3443  -0.80
22 C -0.6433 0.3610 -1.5939  1.02
23 Fe 2.3229 0.8217 0.4184  0.66
24 C -3.0037 2.1364 2.5416  -0.58
25 H -1.5975 3.7668 2.7897  0.45
26 C 1.1496 -3.7141 -0.7438  -0.90
27 H 1.6954 -4.2413 -1.5243  0.44
28 H -3.0300 0.8350 -4.6178  0.38
29 C -0.2280 -2.3097 1.2812  -0.49
30 C 2.2060 2.5495 -0.0298  0.24
31 C -0.1293 -3.7033 1.3368  -0.81
32 H 0.6766 -5.4841 0.3941  0.40
33 H 0.1437 2.7049 1.3740  0.08
34 C -1.7471 1.8211 -3.1812  -0.73
35 C -2.3821 0.7062 -3.7487  -0.53
36 C -0.9859 0.9001 1.0893  0.84
37 C -1.2711 -0.7449 -2.1755  -0.35
38 C 2.7166 0.4304 -1.3214  0.32
39 H 4.7220 1.1303 -0.0448  0.50
40 O 3.1403 0.1786 -2.3731  -0.32
41 C 1.0205 -2.3328 -0.8220  -0.50
42 O 3.6727 -1.5424 1.6073  -0.36
43 H -1.1222 -1.7489 -1.7850  0.30
44 O 1.6358 0.9699 3.3431  -0.33
45 C 4.1810 1.2310 0.9529  -0.30
46 H -2.5939 -1.4712 -3.7121  0.43

***

No. 3
Below is a molecular structure, C30H24IN3PPdS2, with properties calculated with ωB97M-V/def2-TZVPD.

Its total charge is +1. For the orbital gap, the calculation gives 6.931 eV. For the relative energy (zero: lowest compared OMol25 entry of this formula, charge and spin), the calculation gives 0.0 kcal/mol. The HOMO energy is -10.56 eV. As for the spin multiplicity: 1.

Each line ends with the natural charge from an NBO analysis.
Positions of all 62 atoms, in Å:
1 C -3.2029 -3.3157 0.2327  -0.23
2 H 1.3128 3.1764 3.3061  0.22
3 C 4.7548 -1.2728 -4.0257  -0.76
4 S 5.4250 -1.8149 -2.4428  0.40
5 H 1.5208 1.5526 -2.6168  0.23
6 C 0.5840 3.2127 -0.4813  -0.23
7 I -0.5308 -2.9140 -0.8140  0.21
8 H 0.3504 3.2534 -1.5350  0.23
9 H -0.8510 -1.1701 2.2492  0.23
10 C -4.4803 -3.1049 0.7941  -0.20
11 C 0.0369 -1.3949 2.8284  0.06
12 C 1.1379 -1.9646 4.8591  -0.13
13 H -5.8285 -1.6403 1.5383  0.22
14 C -2.4389 1.5125 0.4589  -0.16
15 C -0.0388 -1.7067 4.1759  -0.23
16 C 1.0361 4.3653 0.1528  -0.20
17 P -0.1729 0.4613 -0.5039  1.03
18 H 5.5537 -1.4304 -4.7471  0.25
19 H -2.9016 -4.3160 -0.0410  0.24
20 Pd 1.5865 -0.9975 0.1366  0.55
21 H 4.4937 -0.2185 -3.9838  0.23
22 C -0.4664 0.8068 -2.2579  -0.43
23 C -4.8505 -1.8385 1.1177  -0.16
24 H 1.1196 -2.2007 5.9145  0.24
25 H 1.6564 5.2562 2.0019  0.23
26 H -1.0676 1.4812 -6.0177  0.23
27 C -3.7392 1.6645 0.9727  -0.21
28 C -3.9850 -0.7367 0.8985  -0.09
29 H -4.1217 2.6544 1.1812  0.23
30 C -2.6725 -0.9064 0.3594  -0.01
31 C 2.3402 -1.9379 4.1707  -0.21
32 H -5.4876 0.6297 1.6085  0.22
33 H 0.5225 1.1449 2.1940  0.21
34 N 4.4502 -1.7741 -0.1033  -0.37
35 H -2.8645 0.5037 -4.6365  0.23
36 H 1.1209 2.0199 -4.9986  0.23
37 H -0.9996 -1.7399 4.6684  0.24
38 C 0.3336 1.5882 -4.3946  -0.21
39 H -2.4924 0.0914 -2.2368  0.21
40 C 1.1166 3.1906 2.2418  -0.19
41 C 0.6752 2.0415 1.6093  -0.23
42 S 2.5461 -1.0218 -1.9267  -0.09
43 H 3.8902 -1.8684 -4.3084  0.24
44 H -5.1443 -3.9442 0.9493  0.23
45 C 4.1214 -1.5429 -1.3567  -0.08
46 C 2.3397 -1.6372 2.8204  0.16
47 C 0.5557 1.3359 -3.0521  -0.19
48 N 3.3983 -1.6604 0.7325  -0.22
49 N 1.1960 -1.3292 2.1747  -0.47
50 C -1.9075 0.7433 -4.1928  -0.22
51 H 3.2744 -2.1674 4.6654  0.24
52 C -0.8979 1.2891 -4.9663  -0.17
53 C 1.3063 4.3576 1.5112  -0.19
54 C -1.6959 0.5060 -2.8399  -0.12
55 H 4.5335 -1.8519 2.4339  0.23
56 C 0.4070 2.0363 0.2397  -0.28
57 C 3.5474 -1.7115 2.0044  0.05
58 C -2.3439 -2.2720 0.0275  -0.17
59 C -1.8776 0.2890 0.1767  -0.39
60 H 1.1680 5.2725 -0.4219  0.23
61 H -1.8669 2.4129 0.2910  0.23
62 C -4.4855 0.5533 1.2046  -0.13